Density functional theory data (the ωB97M-V functional and the def2-TZVPD basis) for a 5-piece molecular cluster, C33H30F4N6O9 overall.

Atoms and positions in Å:
F 6.21022 0.23030 0.80179
F 1.88993 -1.12774 -1.59070
F 0.22550 0.69209 -1.36298
F 0.69625 -0.78664 0.44767
O 11.26314 4.06819 0.73451
O 9.29986 3.27973 0.15369
O -4.75949 -3.35477 0.43517
O -8.71680 -3.54579 -3.48382
O -2.82726 3.39215 3.83822
O -10.11736 -3.18716 -1.83358
O -1.42670 3.03352 2.18798
O -6.18421 -4.05866 -1.07750
O 2.37087 0.80894 -0.10048
N -2.23102 2.64583 3.04752
N 4.45109 1.90048 -4.51036
N 10.03292 3.98687 0.86099
N -5.59710 -3.15962 -0.45723
N 7.28455 3.41049 -3.10921
N -9.52112 -3.93348 -2.62428
C -10.99060 -7.22125 -1.54794
C -3.43083 0.72670 4.06453
C 7.71971 0.41470 -1.34539
C -5.91995 -1.76939 -0.80000
C 10.18817 5.60706 2.73371
C -10.72093 -5.85262 -1.60727
C -5.59209 0.59907 -0.45433
C 4.56355 1.53805 -3.24877
C 8.01694 4.68735 2.12672
C 6.83411 1.16928 -0.17025
C -6.88888 -1.50245 -1.77708
C -9.12305 -6.25657 -3.39951
C 3.00581 1.70119 -1.08312
C -7.20917 -0.17804 -2.08163
C -6.56415 0.86774 -1.41948
C 8.20784 6.24442 3.96797
C 5.72380 2.12705 -0.94997
C -5.26534 -0.72139 -0.13921
C 6.49612 2.99422 -2.15359
C -3.04307 -1.52248 3.26330
C 9.40092 4.77776 1.92379
C 1.33579 -0.04536 -0.70301
C 7.42490 5.42347 3.15483
C -1.83295 0.32274 2.27229
C -9.79016 -5.37394 -2.53963
C -2.50006 1.20537 3.13216
C 9.58436 6.34062 3.75693
C -10.33318 -8.10179 -2.40850
C -3.70050 -0.64193 4.12386
C -9.39898 -7.62352 -3.32890
C 8.43357 -0.98403 -0.83466
C 4.48253 1.22025 -1.60877
C -2.10887 -1.04420 2.34290
H -6.82130 1.89874 -1.65634
H 2.35652 1.94581 -2.02602
H -5.09172 1.41956 0.05524
H -3.95161 1.39989 4.74200
H -11.24171 -5.17942 -0.92980
H 8.59794 1.17530 -1.61936
H 7.54377 1.89022 0.42521
H 4.70442 0.07656 -1.49875
H 7.39300 4.05210 1.50180
H -7.40060 -2.30619 -2.30196
H -7.96460 0.03938 -2.83370
H 7.74253 6.81214 4.77195
H -1.59847 -1.73711 1.67760
H -3.26082 -2.58815 3.30945
H -10.55092 -9.16746 -2.36235
H 3.17830 2.73932 -0.51984
H 7.65623 -1.68613 -0.29221
H 11.26261 5.69047 2.58415
H -11.71628 -7.60178 -0.83229
H -8.39471 -5.89924 -4.12448
H 8.84911 -1.53874 -1.77754
H 10.18734 6.98488 4.39300
H -1.10461 0.68007 1.54732
H 9.34974 -0.69468 -0.15788
H 7.07329 0.12877 -2.29657
H -4.42618 -1.02246 4.83951
H -4.50787 -0.91421 0.61763
H 5.32402 2.94108 -0.18553
H 6.35251 5.35491 3.32459
H -8.88857 -8.31643 -3.99420

Properties
- Calculated total energy: -2679.98615 a.u.
- SMILES: CC[C@H](F)[C@@H](C#N)[C@H](C#N)COC(F)(F)F.O=[N+]([O-])c1ccccc1.O=[N+]([O-])c1ccccc1.O=[N+]([O-])c1ccccc1.O=[N+]([O-])c1ccccc1
- LUMO energy: -0.0395 Eh
- HOMO level: -9.84 eV

Here is what Mulliken gives for the atomic charges, in e: number 1, F, carries -0.40; number 2, F, carries -0.25; number 3, F, carries -0.23; number 4, F, carries -0.24; number 5, O, carries -0.57; number 6, O, carries -0.61; number 7, O, carries -0.60; number 8, O, carries -0.63; number 9, O, carries -0.59; number 10, O, carries -0.58; number 11, O, carries -0.59; number 12, O, carries -0.57; number 13, O, carries -0.25; number 14, N, carries 0.97; number 15, N, carries -0.49; number 16, N, carries 0.98; number 17, N, carries 0.96; number 18, N, carries -0.48; number 19, N, carries 1.01; number 20, C, carries -0.46; number 21, C, carries -0.45; number 22, C, carries -0.30; number 23, C, carries -0.36; number 24, C, carries -0.40; number 25, C, carries -0.29; number 26, C, carries -0.52; number 27, C, carries -0.05; number 28, C, carries 0.21; number 29, C, carries 0.44; number 30, C, carries -0.04; number 31, C, carries -0.27; number 32, C, carries -0.77; number 33, C, carries -0.56; number 34, C, carries -0.41; number 35, C, carries -0.41; number 36, C, carries 0.10; number 37, C, carries 0.05; number 38, C, carries -0.12; number 39, C, carries -0.41; number 40, C, carries -0.08; number 41, C, carries 0.83; number 42, C, carries -0.53; number 43, C, carries -0.27; number 44, C, carries 0.14; number 45, C, carries -0.01; number 46, C, carries -0.45; number 47, C, carries -0.33; number 48, C, carries -0.41; number 49, C, carries -0.53; number 50, C, carries -1.04; number 51, C, carries 0.43; number 52, C, carries -0.43; number 53, H, carries 0.37; number 54, H, carries 0.41; number 55, H, carries 0.44; number 56, H, carries 0.45; number 57, H, carries 0.42; number 58, H, carries 0.26; number 59, H, carries -0.03; number 60, H, carries 0.43; number 61, H, carries 0.29; number 62, H, carries 0.46; number 63, H, carries 0.43; number 64, H, carries 0.37; number 65, H, carries 0.41; number 66, H, carries 0.38; number 67, H, carries 0.36; number 68, H, carries 0.31; number 69, H, carries 0.25; number 70, H, carries 0.43; number 71, H, carries 0.36; number 72, H, carries 0.41; number 73, H, carries 0.33; number 74, H, carries 0.37; number 75, H, carries 0.49; number 76, H, carries 0.27; number 77, H, carries 0.20; number 78, H, carries 0.39; number 79, H, carries 0.41; number 80, H, carries 0.45; number 81, H, carries 0.37; number 82, H, carries 0.36

=====

Density functional theory data (the ωB97M-V functional and the def2-TZVPD basis) for C33H30IN3O4PPdS as an isolated structure.

Atoms and positions in Å:
I -2.09670 -7.66856 1.18753
Pd 0.91026 -0.23807 0.45094
S 2.34584 -2.09791 -0.43168
P 1.12487 2.03733 -0.22941
O -3.03557 -0.74476 0.28817
O 2.89517 0.45921 0.83029
O -0.90306 -0.88476 -0.36283
O 4.67894 0.67288 -0.53248
N 2.47648 -2.82468 -3.01237
N 0.68063 -1.65854 -2.51941
N -5.85401 0.15490 3.54691
C -0.54638 -0.27485 2.90391
C 1.79102 -2.69199 -4.29837
C 1.15808 4.99047 3.29480
C -4.72236 0.04657 3.38321
C 2.77699 2.02896 -0.97178
C 3.77963 -3.44600 -2.90225
C 0.20372 4.12265 -1.83948
C -2.55749 1.07652 2.89582
C -0.86370 -4.91537 0.96866
C -2.68498 -1.31618 3.36298
C 0.44047 -2.07952 -3.90310
C -3.22371 -3.55237 0.40715
C 0.06871 4.93253 2.43651
C 1.80761 -2.20459 -2.04477
C 0.06267 2.77948 -1.48697
C -3.25556 -4.91920 0.64123
C -0.57481 4.64385 -2.85889
C 2.25674 3.26379 2.02500
C -1.62762 2.50084 -3.17649
C -1.20086 0.97953 2.75368
C 0.83660 -0.36116 2.80911
C 2.24660 4.15384 3.09001
C -2.01573 -2.86370 0.42975
C -0.84241 -3.54874 0.72723
C -3.30459 -0.07041 3.20401
C 0.06509 4.03915 1.37626
C -2.07231 -5.59452 0.90559
C -1.33003 -1.42214 3.20633
C -0.85227 1.96839 -2.15467
C 1.17164 3.21648 1.14570
C -2.01834 -1.38583 0.12337
C -1.48522 3.83405 -3.52922
C 3.56542 0.95704 -0.19202
H 3.72906 -4.47099 -3.26954
H 1.32800 -1.30466 3.01844
H -0.97102 0.93453 -1.85315
H 3.09413 4.18757 3.76204
H -0.46801 5.68529 -3.13267
H 0.16927 -1.23095 -4.52664
H 4.09245 -3.45108 -1.86254
H -4.19369 -5.45567 0.60155
H -0.78324 5.58027 2.59790
H -0.84156 -2.37996 3.33231
H -3.06259 2.02386 2.77100
H 0.91416 4.75317 -1.31797
H -2.08279 4.24984 -4.32986
H 0.09972 -3.01973 0.76853
H -0.36517 -2.81355 -3.94361
H -0.60576 1.85755 2.53296
H 3.26039 3.00125 -0.88000
H 1.43324 0.54145 2.89494
H -2.34460 1.87698 -3.69412
H 2.73614 1.75065 -2.02365
H 2.36625 -2.03682 -4.95657
H -3.28303 -2.18671 3.59298
H -0.79288 3.98477 0.71700
H 3.10163 2.60382 1.88771
H -0.09070 -1.44455 -1.88551
H 1.15851 5.68234 4.12677
H 4.51744 -2.89714 -3.48997
H 0.05411 -5.44163 1.19431
H 1.69277 -3.66365 -4.78036
H -4.13767 -3.01089 0.19974

Properties
- Calculated total energy: -2905.63199 a.u.
- Energy above the lowest of the compared OMol25 structures with the same formula, charge and spin: 40.2 kcal/mol
- Total charge: +1
- LUMO energy: -0.2163 Eh
- HOMO level: -10.98 eV

Here is what Mulliken gives for the atomic charges, in e: number 1, I, carries 0.12; number 2, Pd, carries -0.47; number 3, S, carries -0.49; number 4, P, carries 2.39; number 5, O, carries -0.67; number 6, O, carries -0.66; number 7, O, carries 0.95; number 8, O, carries -0.64; number 9, N, carries 0.07; number 10, N, carries 0.46; number 11, N, carries -0.41; number 12, C, carries 0.91; number 13, C, carries -0.66; number 14, C, carries -0.57; number 15, C, carries -0.39; number 16, C, carries -0.96; number 17, C, carries -0.93; number 18, C, carries -0.38; number 19, C, carries -0.79; number 20, C, carries -0.94; number 21, C, carries -0.60; number 22, C, carries -0.63; number 23, C, carries -0.52; number 24, C, carries -0.70; number 25, C, carries 0.42; number 26, C, carries 0.11; number 27, C, carries -0.60; number 28, C, carries -0.76; number 29, C, carries -0.60; number 30, C, carries -0.86; number 31, C, carries 0.44; number 32, C, carries -1.71; number 33, C, carries -0.78; number 34, C, carries 0.50; number 35, C, carries 0.09; number 36, C, carries 0.88; number 37, C, carries -0.57; number 38, C, carries -0.12; number 39, C, carries -0.48; number 40, C, carries -0.25; number 41, C, carries 0.34; number 42, C, carries -0.77; number 43, C, carries -0.53; number 44, C, carries 0.43; number 45, H, carries 0.33; number 46, H, carries 0.42; number 47, H, carries 0.39; number 48, H, carries 0.47; number 49, H, carries 0.44; number 50, H, carries 0.32; number 51, H, carries 0.30; number 52, H, carries 0.42; number 53, H, carries 0.44; number 54, H, carries 0.49; number 55, H, carries 0.54; number 56, H, carries 0.48; number 57, H, carries 0.41; number 58, H, carries 0.48; number 59, H, carries 0.33; number 60, H, carries 0.34; number 61, H, carries 0.50; number 62, H, carries 0.52; number 63, H, carries 0.48; number 64, H, carries 0.47; number 65, H, carries 0.33; number 66, H, carries 0.51; number 67, H, carries 0.54; number 68, H, carries 0.37; number 69, H, carries -0.08; number 70, H, carries 0.42; number 71, H, carries 0.33; number 72, H, carries 0.45; number 73, H, carries 0.39; number 74, H, carries 0.51

=====

| no. | frontier orbital gap (Ha) |
| --- | --- |
| 1 | 0.3221 |
| 2 | 0.1872 |